{"formula": "C29H43F6INO22P", "method": "the ωB97M-V functional and the def2-TZVPD basis", "lumo_energy_ev": 0.1, "spin_multiplicity": 1, "species": ["O", "H", "C", "O", "O", "I", "O", "H", "H", "H", "H", "C", "H", "H", "C", "H", "O", "H", "O", "H", "C", "C", "H", "F", "C", "H", "C", "H", "P", "H", "O", "H", "H", "F", "F", "C", "C", "H", "C", "C", "F", "C", "H", "C", "H", "H", "C", "F", "O", "C", "F", "H", "C", "H", "C", "H", "H", "C", "O", "H", "H", "H", "H", "O", "O", "H", "O", "C", "H", "C", "O", "O", "H", "C", "O", "C", "H", "C", "O", "O", "C", "C", "H", "C", "H", "O", "H", "H", "N", "H", "H", "C", "H", "H", "C", "H", "H", "C", "O", "O", "O", "O", "H"], "positions_angstrom": [[5.209781, -1.423333, -1.727325], [-0.213899, -3.883473, 1.008688], [-1.998375, -2.455104, 0.783461], [-1.874419, 5.836603, -2.671546], [-2.906720, 6.293865, -0.713142], [-0.024724, 1.148778, -2.092488], [-2.263357, 8.009717, -2.073883], [4.972472, 1.273900, -2.601992], [-1.379870, 2.347867, 2.521151], [4.301798, 6.227649, 2.748916], [2.923337, 1.164120, -1.279008], [5.925625, 4.974247, 3.491492], [0.500689, 2.378817, 2.407117], [-0.329822, -1.749903, -1.181629], [2.675546, -3.183722, -4.811604], [4.024697, -1.368696, 1.888977], [2.944699, -2.230396, 0.130073], [4.920649, -0.317884, 0.194344], [1.998113, -2.908949, -6.016788], [-0.203634, -0.057405, 1.975102], [-5.179768, 4.195856, 4.324674], [-2.435065, -6.516306, 0.061823], [6.132222, 5.730123, 4.253962], [-4.674988, -6.252641, -0.570813], [-3.116274, 4.931222, -1.006697], [-1.089518, 4.347777, -1.492326], [-6.687243, -1.336936, -3.112458], [4.684548, 2.957125, -1.265455], [1.857289, -0.874854, 0.004988], [5.559827, -2.046264, -1.004890], [-2.860843, -8.402006, 2.864666], [1.917022, -3.884776, 2.011160], [3.174148, -3.688819, 3.400152], [-2.962848, 4.221442, 0.133625], [-6.054429, 4.927262, 5.051087], [-0.483433, 0.665979, 1.083626], [3.950950, -2.424458, -4.947849], [6.877811, 4.591769, 3.108812], [2.981485, -2.693966, -6.935174], [0.469341, -2.112333, -0.410556], [5.758367, 5.987815, 1.386330], [-0.487326, 2.194418, 1.762954], [6.585490, 0.887842, -1.660341], [-6.137585, -2.513048, -2.380107], [-4.999381, 2.919304, 6.063025], [-2.386360, -7.189965, -0.800268], [5.034419, 5.486472, 2.412105], [1.935125, -2.702978, -3.787727], [2.803677, -2.697862, -8.141921], [-3.010871, 3.823219, 4.330524], [-8.002772, -1.174894, -2.846398], [-1.548205, 0.480124, 0.633022], [-2.033151, 4.613937, -1.980285], [2.051321, -0.571809, 1.429937], [-2.340036, 6.815592, -1.837127], [1.003262, -3.052618, -0.917755], [-5.593067, 2.096107, 4.602545], [-3.833490, -6.224025, 0.486885], [-4.151790, -7.302522, 1.336833], [-2.312687, 3.809409, -2.665840], [-1.872538, -5.608027, -0.170524], [-4.128711, 4.790805, -1.400111], [-3.949445, -5.280265, 1.030383], [-3.584174, 2.611828, 4.604984], [-2.743339, -2.298972, 1.913005], [-6.526686, -1.367410, -4.195422], [-1.899645, -7.167828, 1.196192], [4.639738, -0.292550, -0.965127], [4.454824, -3.117045, 1.343088], [-0.349307, -2.713577, 0.881491], [-5.984899, -0.246919, -2.559774], [-1.827973, 3.978312, 4.076423], [4.489799, 1.993241, 0.072796], [-2.963556, -7.687251, 1.881587], [3.575943, 2.536743, 3.130041], [-4.780898, -0.757935, -2.177783], [-3.061907, -1.489493, -0.712138], [5.427176, 1.065407, -1.543327], [4.194237, -2.480886, -6.339099], [4.365862, 4.330615, 1.960541], [4.310389, 3.506870, 3.044533], [2.555873, -3.061829, 2.593725], [4.770082, -2.883407, -4.387689], [3.039401, -0.023507, -1.244624], [1.409878, 1.588805, 0.229216], [-3.923738, 4.834129, 4.368018], [1.867688, -2.253147, 3.088480], [-0.026908, -2.229407, 1.904961], [5.223573, 2.284622, -0.640708], [-6.643047, -2.691495, -1.425092], [3.856323, -1.378269, -4.638133], [3.530411, -2.371250, 1.469504], [-0.579781, 3.046809, 0.960502], [-5.522421, 4.127523, 3.286677], [0.724545, 0.658304, -0.073423], [2.806742, -4.265457, -4.701347], [-6.178006, -3.429484, -2.975004], [-4.923248, 2.877612, 4.971304], [5.173272, 3.904948, 4.028627], [-4.800274, -2.125206, -2.136948], [-3.802882, -0.079424, -1.911370], [-2.752667, -2.429522, -0.485151], [2.812532, -0.503424, -2.311947]], "forces_ev_per_angstrom": [[-0.214, -0.092, 3.031], [-0.278, 2.443, -0.407], [-4.410, 1.232, 4.777], [-0.450, 0.937, 0.498], [0.040, 0.057, -0.862], [0.107, -0.185, 0.918], [-0.137, -2.917, 0.593], [0.979, -0.447, 1.791], [1.849, -0.523, -1.683], [0.087, 0.014, -0.189], [-0.115, -2.819, 0.002], [0.948, 0.413, 0.782], [-2.046, -0.496, -1.573], [1.598, -0.293, 1.479], [-0.529, 0.064, 0.503], [-1.324, -1.909, -0.910], [0.555, 0.296, 2.691], [-0.757, -0.270, -2.494], [0.740, -0.209, -0.325], [-0.734, 1.227, -2.011], [-0.493, 0.651, 0.174], [0.907, 0.443, -0.766], [-0.138, -0.244, -0.001], [-0.317, 0.148, -0.185], [-0.145, -0.300, 0.698], [-0.236, -0.024, 0.157], [-0.921, 0.184, -0.136], [0.969, -0.793, 1.351], [-0.295, 0.494, -0.523], [-0.885, 1.208, -1.822], [-0.217, 1.735, -2.494], [1.220, 1.934, 1.346], [-1.255, 1.778, -1.693], [-0.228, -0.154, 0.253], [-0.242, 0.190, -0.065], [0.517, 1.826, 0.174], [1.101, 0.255, 0.741], [-0.175, 0.136, -0.204], [-0.127, 0.239, -3.370], [-0.815, -2.288, -1.103], [-0.062, 0.229, -0.144], [-0.136, -0.035, 0.616], [-2.399, 0.017, 0.268], [-0.268, -1.303, 0.111], [-0.085, 0.240, -0.139], [-0.259, 0.095, 0.056], [0.208, 0.466, -0.786], [-0.256, -0.104, 0.285], [0.423, 0.059, 2.955], [3.228, 0.226, -0.471], [-0.150, 0.094, -0.167], [2.131, -0.001, 0.899], [0.481, -1.017, -0.626], [-0.182, -0.112, -1.066], [0.531, 3.202, -0.884], [-1.151, 2.231, 1.048], [0.277, 0.037, -0.008], [-0.666, 0.226, -0.290], [0.818, 0.161, 0.310], [0.093, 0.237, 0.002], [0.001, -0.163, 0.162], [0.036, -0.059, 0.199], [-0.123, -0.028, -0.151], [0.587, 0.844, -0.358], [5.061, -1.082, -7.084], [-0.174, 0.092, 0.088], [-0.676, -0.351, 0.658], [0.925, 2.055, -0.296], [-1.963, 1.574, 0.127], [-1.023, 0.062, 0.295], [1.077, -0.413, -0.022], [-2.900, -0.331, 0.776], [1.215, 0.630, -0.932], [0.527, -2.118, 2.681], [1.749, 2.136, -0.287], [1.690, 0.996, 0.523], [0.676, -1.406, 0.618], [-0.017, -0.727, -0.364], [-0.920, -0.288, -0.667], [-0.189, -0.245, 0.963], [-1.591, -2.533, 0.403], [0.006, -0.699, -0.768], [-0.067, 0.123, -0.222], [1.625, -0.265, -1.011], [-1.434, -1.928, -0.798], [0.289, -0.818, -0.307], [1.269, -1.772, -0.783], [-0.917, -1.050, -2.149], [-2.267, -0.811, -1.137], [-0.097, 0.193, -0.165], [-0.194, -0.178, 0.095], [1.802, -1.213, 0.675], [0.241, -1.783, 1.392], [-0.075, 0.147, 0.126], [-0.666, 1.747, 2.430], [-0.156, 0.099, 0.120], [0.222, 0.161, 0.123], [-0.624, -1.072, 0.366], [-0.880, -0.440, -0.650], [0.163, 1.444, -0.262], [-1.877, -1.514, -0.188], [2.502, 0.906, 2.457], [0.456, 1.191, 2.217]], "lowdin_charge": [-0.11, 0.12, -0.26, 0.07, 0.14, 0.79, 0.14, 0.12, 0.06, 0.18, 0.07, -0.08, 0.09, 0.06, -0.33, 0.11, -0.44, 0.15, 0.14, 0.10, -0.33, -0.08, 0.15, 0.08, -0.33, 0.12, -0.33, 0.08, 0.77, 0.12, 0.15, 0.09, 0.10, 0.07, 0.08, -0.29, -0.08, 0.15, -0.50, -0.25, 0.08, -0.13, 0.12, -0.06, 0.15, 0.15, -0.33, 0.07, 0.15, -0.50, 0.09, 0.10, -0.10, 0.09, -0.50, 0.11, 0.15, -0.33, 0.14, 0.13, 0.13, 0.18, 0.18, 0.07, -0.05, 0.18, 0.07, -0.35, 0.13, -0.12, 0.15, 0.13, 0.06, -0.50, 0.13, -0.48, 0.09, -0.23, 0.08, 0.13, -0.50, -0.11, 0.14, -0.25, 0.07, 0.15, 0.07, 0.09, -0.04, 0.16, 0.14, -0.33, 0.07, 0.18, -0.84, 0.18, 0.15, -0.08, 0.08, 0.06, 0.12, -0.05, 0.10]}